No. 1
A structure of composition C28H22Cl5IrN5O3 in a non-equilibrium geometry. Source: the Open Molecules 2025 dataset; level of theory: ωB97M-V with the def2-TZVPD basis set.

- Frontier orbital gap (spin up / spin down): 4.55 / 4.16 eV
- E_HOMO (spin up / spin down): -12.91 / -12.67 eV

ORCA input file:
```
! RIJCOSX wB97M-V def2-TZVPD def2/J DEFGRID3
* xyz 2 2
Ir -0.323 0.027 -0.212
C 1.488 -1.573 3.753
C 1.188 -0.955 2.430
N 0.039 -1.045 1.857
N -0.978 -1.676 2.385
C -2.130 -1.452 1.768
O -2.197 -0.613 0.813
C -3.315 -2.205 2.182
C -3.224 -3.242 3.114
C -4.349 -3.985 3.417
C -5.563 -3.700 2.806
C -5.661 -2.660 1.889
C -4.542 -1.912 1.578
C 2.174 -0.157 1.722
C 3.473 0.020 2.186
C 4.342 0.846 1.491
C 3.894 1.475 0.339
C 2.593 1.245 -0.073
N 1.763 0.456 0.599
H 0.614 -2.091 4.133
H 1.787 -0.815 4.478
H 2.307 -2.289 3.666
H -2.269 -3.462 3.571
H -4.280 -4.792 4.133
H -6.441 -4.280 3.058
H -6.609 -2.442 1.416
H -4.596 -1.096 0.869
H 3.806 -0.485 3.080
H 5.357 0.992 1.835
H 4.532 2.136 -0.230
H 2.204 1.699 -0.978
C -3.491 -0.075 -3.661
C -2.564 -0.647 -2.626
O -1.951 0.089 -1.842
N -2.458 -1.977 -2.611
C -1.721 -2.680 -1.586
C -0.245 -2.709 -1.874
C 0.283 -3.687 -2.703
C 1.647 -3.721 -2.942
C 2.448 -2.766 -2.334
C 1.854 -1.810 -1.536
N 0.536 -1.776 -1.313
H -3.817 0.916 -3.356
H -4.356 -0.717 -3.811
H -2.959 0.019 -4.609
H -2.940 -2.514 -3.313
H -2.110 -3.694 -1.513
H -1.892 -2.166 -0.642
H -0.376 -4.422 -3.142
H 2.077 -4.486 -3.572
H 3.519 -2.769 -2.471
H 2.454 -1.051 -1.057
Cl -0.716 7.339 -1.557
C -0.553 5.659 -1.667
C -0.714 4.862 -0.518
Cl -1.112 5.587 0.978
C -0.535 3.501 -0.611
Cl -0.795 2.482 0.741
C -0.120 2.851 -1.804
O 0.209 1.625 -1.838
C -0.062 3.680 -2.973
Cl 0.296 2.913 -4.450
C -0.268 5.047 -2.902
Cl -0.153 6.010 -4.308
*
```


No. 2
A structure of composition C24H29O3RuSSi. Source: the Open Molecules 2025 dataset; level of theory: ωB97M-V with the def2-TZVPD basis set.

- Frontier orbital gap (spin up / spin down): 6.68 / 6.98 eV
- E_HOMO (spin up / spin down): -6.27 / -7.86 eV

ORCA input file:
```
! RIJCOSX wB97M-V def2-TZVPD def2/J DEFGRID3
* xyz 0 6
Ru 0.180 -1.806 -0.207
C 2.932 0.488 1.284
O 2.063 0.210 0.204
C 2.671 0.234 -1.075
C 3.348 -1.086 -1.359
O 2.338 -2.095 -1.427
C 2.762 -3.402 -1.033
C 3.127 -3.445 0.441
O 2.140 -2.754 1.186
C 1.877 -3.273 2.486
H 3.502 1.402 1.094
H 3.626 -0.338 1.473
H 2.308 0.633 2.164
H 3.387 1.058 -1.151
H 1.870 0.399 -1.795
H 4.051 -1.308 -0.553
H 3.898 -1.054 -2.302
H 3.608 -3.748 -1.633
H 1.903 -4.042 -1.209
H 4.102 -2.992 0.634
H 3.187 -4.494 0.738
H 1.912 -4.362 2.484
H 0.872 -2.966 2.766
H 2.598 -2.885 3.210
S -0.848 -3.766 -0.214
C 0.960 4.167 -1.987
C 0.838 3.954 -0.619
C 0.173 2.829 -0.143
C -0.385 1.894 -1.018
C -0.254 2.130 -2.392
C 0.407 3.252 -2.875
Si -1.155 0.281 -0.418
C -1.467 0.554 1.456
C -0.733 -0.093 2.453
C -0.976 0.116 3.805
C -1.973 0.996 4.195
C -2.718 1.662 3.229
C -2.464 1.441 1.881
C -2.837 0.158 -1.259
C -3.452 -1.078 -1.473
C -4.690 -1.162 -2.098
C -5.334 -0.009 -2.532
C -4.739 1.229 -2.330
C -3.503 1.309 -1.701
H 1.472 5.047 -2.358
H 1.259 4.667 0.079
H 0.086 2.677 0.929
H -0.686 1.425 -3.099
H 0.492 3.413 -3.944
H 0.070 -0.768 2.193
H -0.388 -0.403 4.555
H -2.170 1.163 5.247
H -3.500 2.350 3.527
H -3.058 1.966 1.137
H -2.961 -1.986 -1.143
H -5.152 -2.130 -2.253
H -6.294 -0.075 -3.029
H -5.239 2.132 -2.665
H -3.045 2.284 -1.556
*
```


No. 3
A cluster of 6 separate species, C7H26N6O8 in total in a non-equilibrium geometry. Source: the Open Molecules 2025 dataset; level of theory: ωB97M-V with the def2-TZVPD basis set.

- Frontier orbital gap: 9.74 eV
- E_HOMO: -9.43 eV
- Structure (SMILES): NC(N)=O.NC(N)=O.NC(N)=O.OCCO.OCCO.O

ORCA input file:
```
! RIJCOSX wB97M-V def2-TZVPD def2/J DEFGRID3
* xyz 0 1
N -1.709 -1.422 2.660
C -2.411 -0.303 2.357
N -2.993 0.303 3.413
O -2.496 0.101 1.222
H -1.616 -1.972 1.816
H -1.895 -1.942 3.511
H -3.357 1.201 3.128
H -2.873 0.164 4.407
N 0.449 0.101 0.402
C 1.181 1.272 0.380
N 2.535 1.033 0.174
O 0.675 2.386 0.531
H 1.004 -0.750 0.424
H -0.522 0.152 0.715
H 2.926 0.197 0.595
H 3.070 1.864 0.404
N -0.928 4.353 -1.470
C -1.624 5.324 -0.867
N -2.417 5.981 -1.736
O -1.536 5.557 0.355
H -0.450 3.747 -0.803
H -0.893 4.170 -2.455
H -2.266 5.954 -2.746
H -2.777 6.856 -1.373
O -1.194 -0.754 -2.373
C -0.568 -2.015 -2.358
C -1.558 -3.074 -1.892
O -2.031 -2.898 -0.522
H -0.978 -0.034 -1.761
H -0.047 -2.259 -3.316
H 0.198 -1.971 -1.589
H -1.018 -4.039 -2.012
H -2.490 -3.039 -2.528
H -2.064 -1.958 -0.310
O 3.498 -4.755 0.245
C 2.619 -4.118 -0.718
C 2.925 -2.617 -0.664
O 2.831 -2.126 0.657
H 3.069 -5.529 0.612
H 2.851 -4.443 -1.723
H 1.569 -4.321 -0.459
H 2.379 -1.976 -1.342
H 3.993 -2.514 -0.914
H 3.353 -2.747 1.194
O 1.379 4.344 2.611
H 1.195 3.515 2.126
H 1.013 4.998 1.993
*
```


No. 4
A cluster of 3 separate species, C20H32N4O4S in total in a non-equilibrium geometry. Source: the Open Molecules 2025 dataset; level of theory: ωB97M-V with the def2-TZVPD basis set.

- Frontier orbital gap: 7.12 eV
- E_HOMO: -7.91 eV
- Structure (SMILES): C[C@H](O)COc1cnc2ccc(CCCS)cc2n1.CNC(C)=O.CNC(C)=O

ORCA input file:
```
! RIJCOSX wB97M-V def2-TZVPD def2/J DEFGRID3
* xyz 0 1
C 4.285 1.682 -0.185
C 5.548 0.811 0.396
O 6.709 1.746 0.529
C 5.985 -0.474 -0.531
O 5.796 -1.786 0.136
C 4.375 -2.057 0.409
C 3.975 -2.984 1.686
N 2.591 -3.402 2.098
C 1.606 -2.776 1.152
C -0.005 -3.108 1.429
C -1.226 -2.473 0.501
C -0.870 -1.459 -0.775
C -1.992 -0.736 -1.731
C -2.512 0.685 -1.028
C -1.271 1.578 -0.397
S -0.979 1.243 1.450
C 0.721 -1.157 -1.037
C 1.945 -1.811 -0.112
N 3.349 -1.460 -0.512
H 4.435 2.082 -1.282
H 4.189 2.659 0.495
H 3.239 1.146 -0.104
H 5.275 0.437 1.484
H 6.366 2.561 1.023
H 7.162 -0.379 -0.707
H 5.518 -0.439 -1.627
H 4.875 -3.385 2.359
H -0.321 -3.833 2.324
H -2.349 -2.708 0.737
H -2.908 -1.450 -1.967
H -1.451 -0.442 -2.752
H -3.020 1.387 -1.849
H -3.270 0.495 -0.149
H -1.633 2.714 -0.444
H -0.280 1.523 -1.028
H 0.387 1.380 1.755
H 1.037 -0.428 -1.927
C -1.172 7.494 0.064
N -1.194 6.174 -0.519
C -0.421 5.695 -1.538
C 0.586 6.628 -2.151
O -0.562 4.539 -1.924
H -0.944 7.391 1.129
H -2.166 7.934 -0.052
H -0.432 8.143 -0.402
H -1.849 5.492 -0.155
H 1.128 6.112 -2.948
H 0.078 7.495 -2.582
H 1.307 6.948 -1.393
C -6.054 -6.184 1.878
N -5.697 -4.853 1.447
C -4.628 -4.478 0.685
C -3.686 -5.555 0.222
O -4.461 -3.296 0.401
H -7.053 -6.409 1.494
H -6.077 -6.192 2.971
H -5.352 -6.938 1.525
H -6.288 -4.077 1.723
H -2.884 -5.111 -0.373
H -3.240 -6.057 1.085
H -4.222 -6.275 -0.403
*
```


No. 5
The molecule C4H9N in a non-equilibrium geometry. Source: the Open Molecules 2025 dataset; level of theory: ωB97M-V with the def2-TZVPD basis set.

- Frontier orbital gap: 10.12 eV
- E_HOMO: -8.89 eV
- Structure (SMILES): CNC1CC1

ORCA input file:
```
! RIJCOSX wB97M-V def2-TZVPD def2/J DEFGRID3
* xyz 0 1
C 1.971 0.320 -0.065
N 0.907 -0.788 0.021
C -0.407 -0.287 0.446
C -1.739 -0.380 -0.253
C -0.990 0.952 -0.105
H 2.297 0.703 0.961
H 2.771 -0.183 -0.449
H 1.607 1.262 -0.639
H 0.783 -1.215 -0.890
H -0.632 -0.446 1.573
H -2.555 -0.450 0.448
H -1.720 -0.956 -1.143
H -0.487 1.555 -0.866
H -1.424 1.616 0.715
*
```


no.,DFT total energy (eV)
1,-108420.365
2,-52792.260
3,-33003.365
4,-46231.406
5,-5781.885